Computed, not measured: C30H31AsCrN4O4S3 as an isolated structure, with wB97M-V/def2-TZVPD.

As for the net charge: -1. Its expectation value of S² is 0.765. The spin multiplicity is 2. As for the max |F|: 2.4 eV/A. The LUMO energy (spin up / spin down) is 1.844 / 1.844 eV.

Last column: Löwdin spin population.
Positions of all 74 atoms, in Å:
H1 -1.64714 -2.26215 -3.47811  0.0000
C1 -2.84999 1.99460 -1.87694  -0.0004
H2 1.00614 -4.15074 -2.43922  0.0000
C2 -1.75613 2.47345 3.24337  0.0001
C3 -2.86697 2.31362 4.05031  -0.0002
C4 0.16069 3.42711 -1.02201  -0.0013
H3 -4.50975 4.80655 -2.83060  0.0000
C5 6.01011 1.18974 1.13079  -0.0007
H4 0.12789 0.15237 -3.14965  0.0000
H5 2.04692 -6.90369 0.19854  0.0000
H6 1.64553 -2.55796 -1.94598  0.0001
N1 0.04077 -1.16729 1.74898  -0.0038
H7 -2.81980 -2.68876 -2.19429  0.0000
As1 -0.04571 1.48878 -1.01356  -0.0037
O1 -0.56955 -1.25714 -1.11564  0.0003
O2 2.09609 -1.17164 0.32946  0.0138
H8 1.21687 3.68534 -1.07973  0.0000
H9 -4.25519 0.94331 4.95687  0.0001
C6 -3.99527 1.67102 -3.99170  0.0000
C7 -1.01108 -1.13539 2.45479  -0.0036
C8 0.13488 1.21826 -2.93584  0.0003
C9 -1.86585 -2.94681 -2.65730  0.0000
S1 -0.61518 -2.73539 -1.38440  0.0001
C10 2.49366 -5.92284 0.08626  0.0000
O3 -0.15281 1.55018 1.78943  0.0152
C11 -1.14624 1.35821 2.63363  0.0018
C12 1.79161 -4.79710 0.49307  0.0003
H10 -2.82744 0.16942 -2.99185  0.0000
H11 -5.11699 3.34872 -4.73831  0.0000
H12 5.32873 -4.42545 -1.01266  0.0000
H13 -3.06487 3.94802 -1.02193  0.0000
S2 3.03291 1.72004 0.46214  -0.0077
C13 -4.13486 3.78984 -2.87790  0.0000
H14 4.06294 -2.41530 -0.29092  0.0000
H15 -2.17353 2.01849 0.15646  0.0001
C14 1.62629 -2.30773 0.75682  0.0045
H16 -2.25184 0.40838 -0.57257  -0.0001
H17 -4.24723 1.02738 -4.82651  0.0000
C15 -3.32474 3.30566 -1.85758  -0.0003
Cr1 1.11185 0.35173 1.02335  0.9994
S3 2.46652 0.38584 2.97586  -0.0116
C16 -2.78000 -0.05318 3.75945  0.0000
N2 6.81806 1.43795 0.34554  -0.0014
N3 0.55801 -2.44065 1.47781  0.0026
C17 -1.65763 0.08245 2.93759  0.0013
C18 -2.01660 1.45246 -0.76093  -0.0023
H18 -0.24024 3.82391 -0.08959  0.0000
H19 0.64803 -2.68334 -3.42856  0.0000
C19 0.81328 -3.07569 -2.42522  0.0001
H20 -3.15758 -1.05016 3.96057  0.0000
C20 5.02919 0.83592 2.11842  -0.0029
H21 1.08354 1.64722 -3.25663  0.0000
H22 -0.37695 3.86499 -1.86088  -0.0003
H23 4.31436 -6.67404 -0.77377  0.0000
H24 -1.88724 -3.98752 -2.99434  0.0000
H25 -1.42494 -2.09313 2.76305  -0.0005
H26 -0.68032 1.70841 -3.46094  -0.0001
C21 5.52922 0.24454 3.32946  -0.0007
C22 -4.47807 2.97492 -3.94788  -0.0004
C23 3.63162 -3.40488 -0.19215  0.0006
H27 -3.30206 3.20468 4.48872  -0.0001
C24 -3.39605 1.05238 4.30713  0.0014
H28 0.20173 5.07062 3.16899  0.0000
H29 0.60968 3.45412 3.79306  0.0001
H30 0.80037 -4.87729 0.92231  0.0000
C25 -3.19546 1.18993 -2.96541  -0.0003
O4 -1.32447 3.75433 3.05387  0.0002
H31 0.53096 3.72239 2.05739  -0.0001
C26 2.36048 -3.53270 0.35259  -0.0004
N4 5.96605 -0.20461 4.29788  -0.0009
C27 4.33482 -4.53326 -0.59452  0.0000
C28 0.08965 4.00149 3.00496  0.0000
C29 3.67805 0.98025 1.88580  0.0007
C30 3.76826 -5.79318 -0.45870  0.0005

---

Computed, not measured: one molecule with the formula C21H33N3O2, with wB97M-V/def2-TZVPD.

Its SMILES is CCCCNC(=O)N1CCC(CCC(=O)N(C)Cc2ccccc2)CC1. As for the max |F|: 0.6 eV/A. The LUMO energy is 0.766 eV.

Last column: natural (NBO) charge in e.
Positions of all 59 atoms, in Å:
H1 4.12208 1.05174 1.48794  0.2196
H2 2.28437 -3.21018 1.05535  0.1997
H3 3.71509 -1.28082 1.74187  0.2067
C1 -0.71888 2.63154 1.03638  -0.2650
C2 -2.06254 -1.84847 1.57688  -0.4044
C3 2.94895 2.25747 0.16106  -0.5119
H4 3.20593 0.35481 -2.19297  0.2072
H5 -0.58985 1.94682 1.88047  0.2565
H6 -1.99583 -2.72863 -0.40883  0.2347
C4 0.43578 -2.44754 -0.77907  0.7957
H7 0.71500 3.25396 -1.59892  0.2019
H8 -0.20318 4.39725 -0.61663  0.2155
H9 3.32824 -2.13346 -2.21060  0.1854
H10 -1.80993 -0.56892 -2.12736  0.2514
C5 -4.42430 -1.58594 0.66778  -0.6100
H11 -0.34871 0.41154 -0.43716  0.2161
H12 -1.51331 -1.97229 2.51521  0.1925
H13 2.10995 -0.69813 1.30069  0.2389
H14 -5.47769 -1.63814 0.93437  0.2069
C6 0.68412 3.76695 -0.63244  -0.4131
H15 -4.25255 -2.25289 -0.17225  0.2007
C7 -3.55865 -1.97442 1.86007  -0.3904
H16 -1.10640 3.58457 1.41218  0.1946
H17 -4.66921 2.54200 -1.43707  0.2117
O1 -0.23558 -2.24093 -1.77756  -0.6971
H18 1.70793 -1.59232 -2.71629  0.2465
C8 -1.29355 0.88491 -0.66204  -0.2551
C9 -3.33985 0.92857 -1.90106  -0.2210
H19 -1.83071 -3.89617 0.92538  0.1820
H20 4.91591 1.48298 -0.02701  0.2056
C10 -2.12194 0.33104 -1.61994  -0.1989
C11 2.41383 -1.62641 -1.88536  -0.2174
C12 3.97326 1.14597 0.41112  -0.3757
H21 3.37922 3.19819 0.52001  0.2346
C13 2.73054 -0.21196 -1.38973  -0.4059
N1 1.80779 -2.39870 -0.82121  -0.4572
N2 -0.12659 -2.82353 0.40508  -0.6335
C14 -1.65953 2.03926 0.01924  0.0490
H22 -3.80784 -1.32516 2.70274  0.2013
H23 1.56249 4.40633 -0.53991  0.2061
N3 0.60342 2.83744 0.46857  -0.4389
H24 -4.19834 -0.57056 0.35032  0.2109
H25 2.77029 2.36455 -0.90770  0.2205
H26 -3.99493 0.49942 -2.64458  0.2143
H27 -3.18022 3.52822 0.25347  0.2053
C15 -3.71854 2.07503 -1.22311  -0.2120
C16 3.63843 -0.25152 -0.15647  -0.2187
C17 1.63277 2.06682 0.89666  0.6997
O2 1.50441 1.30168 1.83655  -0.6560
C18 -2.88031 2.63121 -0.27108  -0.2425
H28 1.78475 0.26919 -1.13639  0.1960
C19 3.01678 -1.16017 0.91146  -0.4280
C20 -1.55933 -2.89126 0.57738  -0.2223
H29 -1.84987 -0.84933 1.19242  0.2107
H30 0.41457 -2.78189 1.25119  0.3884
C21 2.69703 -2.52923 0.30994  -0.2109
H31 4.58686 -0.71380 -0.46103  0.1946
H32 -3.78428 -3.00178 2.15658  0.1910
H33 3.62268 -2.98490 -0.06462  0.1936

---

Computed, not measured: one molecule with the formula C5H6N2, with wB97M-V/def2-TZVPD.

As for the max |F|: 0.7 eV/A. The LUMO energy is 0.861 eV.

Last column: natural (NBO) charge in e.
Positions of all 13 atoms, in Å:
N1 0.71963 -0.78218 1.03853  -0.5646
C1 -0.56707 -0.68608 0.30964  -0.1182
H1 0.83959 -1.43359 1.79829  0.4067
H2 -1.29413 -1.48516 0.48300  0.2210
C2 1.71665 -0.06403 0.55182  0.0955
C3 -0.09707 -0.30153 -1.09456  -0.0964
H3 1.77635 0.82367 -1.51410  0.2270
C4 1.11828 0.46929 -0.72715  -0.2270
H4 -0.67373 1.29165 1.35474  0.1961
H5 -0.28782 -0.77662 -2.05142  0.2207
N2 -0.22234 1.14155 -0.80045  -0.3439
H6 -2.04043 1.00669 0.22249  0.2095
C5 -0.98790 0.79635 0.42917  -0.2262

---

What are the ΔE to the lowest compared entry with this formula, charge and spin values for these records? In order: 13.5 0.0 95.6 kcal per mole.